Molecular formula: C2H3NO2S2
Method: DFT, the ωB97M-V functional and the def2-TZVPD basis

Values from the calculation:
- molecular weight (Da) = 137.19
- HOMO level (eV) = -9.52
- HOMO-LUMO gap (eV) = 7.165
- E_LUMO (eV) = -2.4
- spin multiplicity = 1
- net charge = 0
- E_tot (eV) = -29373.5715
- SMILES = O=[N+]([O-])C(=S)CS
- energy relative to the best compared isomer or geometry (same formula, charge and spin) (eV) = 4.406

CARTESIAN COORDINATES (ANGSTROEM)
O -1.625 0.690 -0.300
N -0.685 1.166 0.341
O -0.674 2.149 1.056
C 0.517 0.433 0.280
S 1.682 0.849 1.364
C 0.621 -0.668 -0.674
S -0.211 -2.053 0.209
H 1.668 -1.033 -1.045
H -0.031 -0.314 -1.542
H -1.263 -1.219 0.310

Cartesian forces, eV/Å:
0.0 1.1 0.5
-1.9 1.1 0.4
-1.2 -0.3 -0.9
5.2 -0.3 1.9
-0.7 -0.6 -1.1
-0.1 -0.5 -2.4
-0.1 0.3 -0.4
-1.9 1.2 1.1
1.0 -1.1 0.7
-0.3 -0.8 0.2


Molecular formula: C14H29N2OSSi2Tl
Method: DFT, the ωB97M-V functional and the def2-TZVPD basis

Values from the calculation:
- molecular weight (Da) = 534.02
- HOMO level (eV) = -7.00
- HOMO-LUMO gap (eV) = 7.182
- E_LUMO (eV) = 0.2
- spin multiplicity = 1
- net charge = 0
- E_tot (eV) = -51299.9606
- energy relative to the best compared isomer or geometry (same formula, charge and spin) (eV) = 1.191

CARTESIAN COORDINATES (ANGSTROEM)
Tl -0.451 0.353 1.664
N -2.203 -2.830 1.260
C -2.298 -2.101 0.172
S -1.284 -2.030 -1.075
N -3.431 -1.391 0.253
C -4.125 -0.618 -0.657
C -4.721 0.521 -0.167
C -5.613 1.226 -0.966
C -5.781 0.903 -2.290
C -4.963 -0.112 -2.819
C -4.219 -0.913 -1.991
H -1.460 -3.390 1.339
H -3.056 -3.233 1.607
H -3.719 -1.172 1.216
H -4.544 0.721 0.849
H -6.240 2.053 -0.631
H -6.574 1.278 -2.922
H -5.016 -0.497 -3.825
H -3.692 -1.735 -2.271
O -1.568 1.451 -0.661
H -1.575 0.449 -0.890
H -0.873 1.793 -1.212
C 4.496 -0.644 2.189
Si 2.799 -1.103 1.432
C 1.967 -2.195 2.633
C 2.907 -1.900 -0.279
C 1.926 0.458 1.252
Si 2.317 1.741 -0.063
C 1.670 1.304 -1.812
C 4.144 1.991 -0.259
C 1.536 3.394 0.216
H 4.658 -1.056 3.166
H 4.639 0.402 2.150
H 5.496 -1.267 1.636
H 2.472 -3.180 2.657
H 0.946 -2.526 2.348
H 1.853 -1.756 3.592
H 2.787 -2.955 -0.406
H 3.769 -1.655 -0.911
H 2.052 -1.548 -0.864
H 2.441 0.946 2.074
H 0.888 0.541 -1.896
H 2.521 0.943 -2.353
H 1.389 2.242 -2.305
H 4.718 1.008 -0.487
H 4.637 2.298 0.628
H 4.327 2.706 -1.053
H 0.481 3.222 0.514
H 1.585 3.792 -0.802
H 1.987 4.065 1.020

Cartesian forces, eV/Å:
0.4 0.0 0.3
-2.1 0.2 1.6
-1.7 0.9 -0.6
1.9 0.1 -1.3
-1.2 0.7 1.6
0.1 1.2 -0.3
-0.9 -0.1 -0.8
-0.6 0.8 0.1
0.8 -1.4 -1.0
-0.9 -0.6 0.0
-0.6 1.6 0.9
3.5 -2.5 0.3
-0.1 0.1 0.2
0.3 -0.4 -0.6
0.0 0.7 1.2
0.4 -0.2 0.5
0.2 0.6 0.1
-0.3 0.5 -0.4
1.2 -2.1 -1.5
-0.4 -2.5 0.1
-0.1 2.1 0.2
0.6 0.3 -0.6
2.5 -3.7 -2.2
1.2 0.2 -1.3
-1.0 -2.2 -0.8
-0.2 0.3 -0.7
-0.7 1.4 -0.9
-0.3 -1.8 0.1
-0.1 0.2 0.6
1.0 -2.1 -0.9
-0.2 0.6 1.4
-0.3 0.2 0.9
0.5 1.0 0.0
-2.9 2.1 1.1
0.2 0.5 0.5
0.2 0.5 -0.2
0.2 0.3 1.1
0.1 -1.0 0.5
0.1 0.3 0.4
-0.1 0.4 0.1
-0.3 0.7 0.9
0.0 0.2 0.1
0.5 -0.4 -0.5
-0.3 -0.2 -0.1
-1.1 1.4 0.0
0.3 0.7 1.0
0.3 0.2 -0.2
0.3 0.3 -0.4
-0.2 0.7 0.4
-0.4 -0.8 -1.3


Molecular formula: C6H7N3O
Method: DFT, the ωB97M-V functional and the def2-TZVPD basis

Values from the calculation:
- molecular weight (Da) = 137.14
- HOMO level (eV) = -7.97
- HOMO-LUMO gap (eV) = 7.807
- E_LUMO (eV) = -0.2
- spin multiplicity = 1
- net charge = 0
- E_tot (eV) = -12846.5668
- energy relative to the best compared isomer or geometry (same formula, charge and spin) (eV) = 6.510

CARTESIAN COORDINATES (ANGSTROEM)
C 0.285 -1.416 -2.398
C 0.357 1.856 -3.247
C -0.066 -1.540 -1.106
C -0.104 -0.593 1.197
C -1.227 0.294 1.490
C 0.976 -0.860 2.259
N 0.551 -1.443 -3.523
N -0.102 -0.975 -0.010
N -0.126 2.022 -2.195
O -0.647 2.223 -1.150
H 1.078 1.479 -3.915
H -1.223 0.754 2.606
H -2.167 -0.188 1.533
H -1.405 1.165 0.904
H 1.385 -1.779 2.022
H 0.697 -0.831 3.310
H 1.738 -0.168 2.225

Cartesian forces, eV/Å:
0.6 0.6 -0.6
-0.9 0.4 2.0
-1.2 -0.2 2.8
0.1 0.9 0.5
-1.1 2.3 4.5
-2.1 -0.2 -0.7
0.1 0.0 -0.5
1.7 -1.2 -1.4
1.4 -0.5 -2.5
-0.7 0.3 1.0
0.2 -0.2 -0.5
0.6 -1.1 -2.3
-1.1 -1.1 -0.3
0.5 0.5 -1.0
1.0 -2.0 -0.2
-0.9 -0.2 -0.2
1.8 1.8 -0.6


Molecular formula: C31H46N9PY
Method: DFT, the ωB97M-V functional and the def2-TZVPD basis

Values from the calculation:
- molecular weight (Da) = 664.65
- HOMO level (eV) = -11.09
- HOMO-LUMO gap (eV) = 7.323
- E_LUMO (eV) = -3.8
- spin multiplicity = 1
- net charge = +1
- E_tot (eV) = -56633.1423

CARTESIAN COORDINATES (ANGSTROEM)
Y 0.780 1.062 0.336
N 3.118 3.928 0.927
C 3.234 2.826 1.731
N 4.118 2.653 2.690
N 3.850 1.421 3.182
N 2.872 0.878 2.572
N 2.423 1.764 1.613
C 2.252 4.018 -0.137
N 2.168 5.084 -0.899
N 1.204 4.790 -1.792
N 0.723 3.631 -1.589
N 1.371 3.067 -0.512
H 3.770 4.685 1.056
C -3.410 4.454 0.528
C -1.922 4.122 0.369
C -1.097 4.723 1.504
C -1.778 2.624 0.248
C -1.769 2.027 -1.019
C -1.709 0.648 -1.201
C -1.903 0.104 -2.604
C -1.263 0.968 -3.691
C -3.412 -0.013 -2.869
C -1.602 -0.204 -0.065
C -1.654 0.374 1.218
C -1.716 1.775 1.349
C -1.644 -0.467 2.479
C -0.738 0.105 3.572
C -3.078 -0.618 2.996
C -1.561 -1.699 -0.268
C -2.802 -2.332 -0.313
C -2.919 -3.675 -0.629
C -1.782 -4.407 -0.932
C -0.539 -3.802 -0.857
C -0.394 -2.459 -0.501
P 1.284 -1.743 -0.290
C 2.139 -2.727 1.054
C 3.577 -2.219 1.217
C 1.379 -2.422 2.350
C 2.145 -4.246 0.862
C 2.190 -1.834 -1.925
C 1.178 -1.525 -3.024
C 3.226 -0.697 -1.910
C 2.870 -3.168 -2.240
H -3.546 5.534 0.562
H -3.807 4.035 1.455
H -4.001 4.063 -0.301
H -1.565 4.545 -0.572
H -1.427 4.376 2.485
H -1.202 5.806 1.498
H -0.038 4.491 1.392
H -1.811 2.673 -1.884
H -1.481 -0.902 -2.642
H -1.859 1.858 -3.899
H -1.212 0.403 -4.621
H -0.259 1.313 -3.438
H -3.885 0.968 -2.804
H -3.903 -0.678 -2.161
H -3.580 -0.403 -3.873
H -1.740 2.192 2.348
H -1.282 -1.461 2.213
H -1.204 0.940 4.096
H 0.241 0.454 3.217
H -0.528 -0.663 4.316
H -3.509 0.357 3.232
H -3.090 -1.219 3.906
H -3.718 -1.104 2.260
H -3.692 -1.750 -0.112
H -3.894 -4.140 -0.658
H -1.857 -5.449 -1.210
H 0.336 -4.395 -1.080
H 3.615 -1.141 1.384
H 4.214 -2.481 0.374
H 4.001 -2.691 2.105
H 1.435 -1.365 2.614
H 1.847 -2.974 3.168
H 0.340 -2.748 2.288
H 2.593 -4.565 -0.079
H 1.143 -4.668 0.940
H 2.739 -4.678 1.669
H 0.681 -0.568 -2.852
H 0.416 -2.299 -3.117
H 1.702 -1.445 -3.978
H 2.741 0.288 -1.851
H 3.786 -0.705 -2.847
H 3.941 -0.771 -1.095
H 2.155 -3.989 -2.280
H 3.654 -3.422 -1.529
H 3.332 -3.093 -3.226

Cartesian forces, eV/Å:
-0.3 0.6 -0.2
0.1 -0.1 0.1
-0.1 0.2 -0.1
-0.1 -0.1 0.0
0.1 0.1 0.0
-0.2 0.2 -0.1
0.2 -0.3 0.3
0.1 0.0 0.2
0.0 0.0 0.0
0.0 0.2 -0.1
-0.1 -0.3 0.0
0.2 0.1 -0.1
0.0 0.0 0.0
0.0 0.0 0.0
0.1 0.0 0.1
0.0 0.0 0.0
0.2 0.0 -0.2
0.1 0.0 0.1
-0.1 -0.1 0.0
0.0 -0.1 0.0
0.0 0.0 -0.1
0.0 0.0 0.0
0.1 -0.1 -0.1
0.0 -0.1 0.2
0.1 -0.2 0.1
0.0 0.0 0.0
0.1 0.0 0.1
0.0 0.0 0.0
0.0 0.0 0.0
0.0 0.0 0.0
0.1 0.0 0.0
0.0 0.0 0.0
0.0 0.0 0.0
0.0 0.1 0.0
-0.1 0.2 0.0
0.0 -0.1 0.1
0.0 0.1 -0.1
0.0 0.0 0.0
0.0 0.0 -0.1
0.0 0.0 0.0
0.0 0.0 -0.1
0.0 0.0 0.0
0.0 0.1 0.0
0.0 0.0 0.0
0.0 0.0 0.0
0.0 0.0 0.0
0.0 0.0 0.0
0.0 0.0 0.0
0.0 0.0 0.0
0.1 0.0 0.0
0.0 0.0 0.0
0.0 0.1 0.0
0.0 0.0 0.0
0.0 0.0 0.0
0.0 0.0 0.0
0.0 0.0 0.0
0.0 0.0 0.0
0.0 0.0 0.0
0.0 0.0 0.0
0.0 0.0 0.0
0.0 0.0 0.0
-0.1 0.0 0.0
0.0 0.0 0.0
0.0 0.0 0.0
0.0 0.0 0.0
0.0 0.0 0.0
0.0 0.0 0.0
0.0 0.0 0.0
0.0 0.0 0.0
0.0 0.0 0.0
0.0 -0.1 0.0
0.0 0.0 -0.1
0.0 0.0 0.0
0.0 0.0 0.0
0.0 0.0 0.0
0.0 0.0 0.0
0.0 0.0 0.1
0.0 0.0 0.0
0.0 0.0 0.0
0.0 0.0 0.0
0.0 0.0 0.0
0.0 0.0 0.0
0.0 0.0 0.0
0.0 0.0 0.0
0.0 0.0 0.1
0.0 0.0 0.0
0.0 0.0 0.0
0.0 0.0 0.0


Molecular formula: C6H13N4O6S
Method: DFT, the ωB97M-V functional and the def2-TZVPD basis

Values from the calculation:
- molecular weight (Da) = 269.26
- HOMO level (eV) = -13.15
- HOMO-LUMO gap (eV) = 9.907
- E_LUMO (eV) = -3.2
- spin multiplicity = 1
- net charge = +1
- E_tot (eV) = -35503.0083
- energy relative to the best compared isomer or geometry (same formula, charge and spin) (eV) = 0.000

CARTESIAN COORDINATES (ANGSTROEM)
N -0.009 1.658 0.858
C -0.810 0.634 0.772
N -0.754 -0.339 1.698
C -1.429 -1.470 1.012
C -2.589 -0.663 0.493
C -3.490 0.023 1.539
O -4.835 0.091 1.083
N -4.935 0.736 -0.208
O -4.784 1.881 -0.139
N -1.794 0.433 -0.165
H 0.260 2.238 0.079
H 0.358 1.882 1.770
H 0.181 -0.514 2.051
H -1.606 -2.385 1.550
H -0.816 -1.643 0.131
H -3.245 -1.268 -0.116
H -3.154 1.018 1.820
H -3.511 -0.568 2.442
H -1.476 0.063 -1.060
C 4.082 0.755 -1.765
C 4.232 -0.717 -2.081
O 3.548 -1.383 -1.000
S 2.326 -0.495 -0.519
O 1.126 -0.958 -1.131
O 2.403 -0.324 0.890
O 2.744 0.870 -1.232
H 4.785 1.075 -0.995
H 4.192 1.385 -2.642
H 5.269 -1.035 -2.122
H 3.733 -0.981 -3.015

Cartesian forces, eV/Å:
0.3 0.8 -0.1
0.3 -0.4 0.2
0.4 -0.5 -0.1
-0.2 0.5 -0.1
-0.4 0.0 0.5
-0.3 -0.3 0.1
0.1 -0.6 0.3
-0.3 0.5 -0.4
0.1 -0.1 0.0
-0.6 -0.5 -0.5
-0.5 0.2 0.0
0.5 -0.2 -0.2
0.0 0.2 0.3
-0.1 0.1 0.7
0.1 -0.9 0.0
0.1 0.3 -0.8
0.3 0.2 -0.1
-0.2 -0.2 0.3
0.3 0.7 -0.2
0.5 0.0 0.2
-0.1 0.1 -0.6
-0.2 0.3 0.3
0.9 0.1 -0.5
-0.4 0.1 0.3
-0.4 -0.2 0.2
-0.2 -0.3 -0.1
0.0 0.0 0.0
-0.3 0.1 0.0
0.0 -0.1 0.2
0.0 0.0 0.0


Molecular formula: C12H14N4O2
Method: DFT, the ωB97M-V functional and the def2-TZVPD basis

Values from the calculation:
- molecular weight (Da) = 246.27
- HOMO level (eV) = -8.26
- HOMO-LUMO gap (eV) = 8.893
- E_LUMO (eV) = 0.6
- spin multiplicity = 1
- net charge = 0
- E_tot (eV) = -22726.2033
- SMILES = CCOc1ccccc1Nc1nnc(C)c(=O)[nH]1
- energy relative to the best compared isomer or geometry (same formula, charge and spin) (eV) = 0.875

CARTESIAN COORDINATES (ANGSTROEM)
C 1.497 2.653 1.013
C 0.420 2.946 -0.024
O -0.025 1.766 -0.681
C 0.889 1.142 -1.512
C 1.298 1.784 -2.675
C 2.202 1.199 -3.539
C 2.711 -0.053 -3.240
C 2.300 -0.707 -2.097
C 1.376 -0.139 -1.215
N 1.086 -0.883 -0.067
C -0.033 -1.096 0.682
N 0.055 -2.094 1.525
N -0.983 -2.388 2.302
C -2.087 -1.719 2.247
C -3.218 -2.104 3.136
C -2.272 -0.572 1.354
O -3.252 0.138 1.268
N -1.149 -0.338 0.564
H 1.135 1.931 1.742
H 1.764 3.570 1.530
H 2.386 2.248 0.533
H -0.478 3.346 0.452
H 0.789 3.672 -0.757
H 0.892 2.761 -2.891
H 2.506 1.717 -4.434
H 3.425 -0.524 -3.898
H 2.697 -1.685 -1.866
H 1.751 -1.628 0.108
H -3.497 -1.257 3.761
H -4.086 -2.362 2.531
H -2.930 -2.948 3.755
H -1.147 0.482 -0.042

Cartesian forces, eV/Å:
-0.3 -0.1 -0.3
0.3 0.4 0.5
0.1 -0.5 -0.4
0.1 -0.1 0.0
-0.1 0.0 0.1
0.0 0.1 0.0
0.0 0.0 0.0
-0.1 0.1 0.0
-0.1 0.4 -0.3
0.4 0.0 0.1
-0.5 -0.2 0.4
1.1 0.2 -0.7
-0.8 -0.1 0.5
-0.2 0.0 0.1
0.0 0.1 -0.1
0.3 -0.1 -0.1
-0.1 0.0 0.1
0.1 -0.1 -0.1
0.0 0.0 0.1
0.1 0.1 0.1
0.1 0.0 0.0
0.1 0.0 -0.1
-0.1 -0.1 0.0
-0.1 0.1 0.0
0.0 0.1 -0.1
0.1 -0.1 -0.1
0.0 -0.1 0.0
-0.2 0.1 0.1
-0.1 0.0 0.1
-0.1 0.0 0.0
0.0 0.0 0.0
0.0 0.0 0.1